1.
This record from OMol25 describes the molecule C5H11NO. The level of theory is the ωB97M-V functional and the def2-TZVPD basis.

The geometry in XYZ format:
```
18
Properties=species:S:1:pos:R:3:forces:R:3:lowdin_charge:R:1
C -2.358889 -0.258770 -0.684316 0.0 -0.1 0.0 -0.1203
C -1.464935 0.804403 -0.054309 0.0 0.0 0.0 -0.2500
C -0.612417 0.278303 1.106083 -0.1 0.0 0.1 -0.2058
N 0.467564 -0.618033 0.656203 0.3 0.2 -0.2 0.0613
C 1.590946 0.037458 0.189866 0.1 0.6 -0.1 -0.5028
C 2.847672 -0.490342 -0.522874 -0.1 -0.1 0.1 -0.0041
O 1.607166 1.258192 0.275988 -0.1 0.1 0.0 0.0090
H -2.939621 0.148583 -1.519066 0.1 -0.1 0.1 0.0683
H -1.761571 -1.092454 -1.070743 -0.1 0.1 0.0 0.0656
H -3.069187 -0.661526 0.048719 0.1 0.0 -0.1 0.0697
H -0.787674 1.231960 -0.802190 -0.1 -0.1 0.1 0.1050
H -2.081354 1.637019 0.311039 0.1 -0.2 0.0 0.1098
H -0.126994 1.123434 1.596504 -0.2 -0.1 0.0 0.1084
H -1.244799 -0.224950 1.847411 0.2 -0.2 -0.2 0.1193
H 0.346321 -1.613440 0.785063 0.5 0.3 -0.3 0.1353
H 2.870974 0.084506 -1.457670 -0.1 -0.3 0.2 0.0835
H 3.019050 -1.542621 -0.756578 -0.4 0.0 0.3 0.0662
H 3.697754 -0.101726 0.050868 -0.2 -0.2 0.0 0.0816
```
Positions in Å, forces in eV/Å.

Properties
* DFT total energy: -327.1116 hartree
* lowest unoccupied orbital energy: 0.03431 Ha
* frontier orbital gap: 10.5 eV
* energy relative to the best compared isomer or geometry (same formula, charge and spin): 12.4 kcal/mol
* SMILES: CCCNC(C)=O
* strongest force on any atom: 0.63 eV Å⁻¹

=====

2.
This record from OMol25 describes the molecule C5H11NO. The level of theory is the ωB97M-V functional and the def2-TZVPD basis.

The geometry in XYZ format:
```
18
Properties=species:S:1:pos:R:3:forces:R:3:lowdin_charge:R:1
C 0.986221 1.617508 -0.977109 0.0 0.1 0.0 -0.1036
C 1.187042 0.179142 -0.508829 0.0 0.0 0.0 -0.2276
C -0.117815 -0.523024 -0.119283 0.0 0.0 -0.2 -0.3974
C 0.093060 -2.006853 0.176045 0.0 -0.1 0.0 -0.0550
N -0.747917 0.141196 1.014524 -0.1 0.0 0.1 0.0442
C -2.017063 0.624434 0.985525 0.0 0.0 -0.1 -0.3616
O -2.753803 0.612761 0.018760 0.2 0.0 0.3 0.0095
H 0.344851 1.653261 -1.865015 0.1 0.0 0.1 0.0791
H 0.508112 2.223519 -0.200275 0.1 -0.1 -0.1 0.0688
H 1.941834 2.086985 -1.232385 -0.1 -0.1 0.0 0.0698
H 1.663929 -0.406854 -1.304797 -0.1 0.1 0.1 0.1119
H 1.877323 0.151315 0.348136 -0.1 0.0 -0.1 0.1126
H -0.837132 -0.418277 -0.937368 0.1 0.0 0.1 0.1404
H 0.524032 -2.513758 -0.693800 0.0 0.1 0.1 0.0794
H 0.778530 -2.146223 1.022078 -0.1 0.0 -0.1 0.0793
H -0.857555 -2.491374 0.419264 0.1 0.1 0.0 0.0813
H -0.249956 0.167678 1.893142 -0.1 0.0 -0.1 0.1397
H -2.323691 1.048565 1.961387 0.0 0.0 -0.1 0.1293
```
Positions in Å, forces in eV/Å.

Properties
* DFT total energy: -327.1243 hartree
* lowest unoccupied orbital energy: 0.03331 Ha
* frontier orbital gap: 10.7 eV
* energy relative to the best compared isomer or geometry (same formula, charge and spin): 4.4 kcal/mol
* SMILES: CC[C@@H](C)NC=O
* strongest force on any atom: 0.35 eV Å⁻¹

=====

3.
This record from OMol25 describes the molecule C5H11NO at a distorted geometry. The level of theory is the ωB97M-V functional and the def2-TZVPD basis.

The geometry in XYZ format:
```
18
Properties=species:S:1:pos:R:3:forces:R:3:lowdin_charge:R:1
C -0.255641 0.205876 -1.828669 -0.1 -0.2 0.4 -0.1008
C 0.754260 0.603402 -0.715806 -0.3 -0.3 0.7 -0.1501
C 0.403715 -0.006532 0.770438 0.5 0.3 -0.7 -0.3486
C 0.678037 1.019989 1.880020 0.1 -0.1 -0.3 -0.0708
N -0.959274 -0.514287 0.842521 0.2 0.1 -0.4 0.0229
C -1.197564 -1.650026 0.104019 0.0 -0.4 1.0 -0.3966
O -0.321425 -2.407677 -0.265203 -0.4 0.2 0.1 0.0239
H 0.184831 -0.434605 -2.599115 0.0 0.3 0.1 0.0785
H -1.062353 -0.405160 -1.394303 0.3 0.6 -0.6 0.0303
H -0.750043 1.068580 -2.285432 0.3 -0.1 0.0 0.0699
H 1.771991 0.262746 -0.983879 -0.5 0.1 0.2 0.1043
H 0.807953 1.707779 -0.646568 -0.1 -0.5 0.1 0.0945
H 1.025483 -0.901957 0.916929 -0.1 0.5 -0.1 0.1323
H 1.703127 1.383736 1.760794 -0.1 0.1 0.0 0.0772
H 0.002723 1.881618 1.797541 0.1 -0.1 -0.1 0.0755
H 0.586871 0.623441 2.900540 -0.1 -0.1 -0.4 0.0773
H -1.693908 0.183081 0.927216 0.1 -0.4 -0.1 0.1427
H -2.270588 -1.861935 -0.055987 0.1 0.1 0.0 0.1376
```
Positions in Å, forces in eV/Å.

Properties
* DFT total energy: -327.0982 hartree
* lowest unoccupied orbital energy: 0.03463 Ha
* frontier orbital gap: 10.6 eV
* energy relative to the best compared isomer or geometry (same formula, charge and spin): 20.8 kcal/mol
* SMILES: CC[C@@H](C)NC=O
* strongest force on any atom: 1.05 eV Å⁻¹

=====

4.
This record from OMol25 describes the molecule C5H11NO. The level of theory is the ωB97M-V functional and the def2-TZVPD basis.

The geometry in XYZ format:
```
18
Properties=species:S:1:pos:R:3:forces:R:3:lowdin_charge:R:1
C 1.722380 2.104901 -0.414931 0.0 0.0 0.0 -0.1127
C 0.811273 0.886052 -0.454510 0.0 -0.1 0.1 -0.2595
C -0.581026 1.121891 0.133348 0.0 0.2 0.0 -0.2003
N -1.333568 -0.126081 0.174626 0.0 -0.1 -0.1 0.0411
C -0.850781 -1.166715 0.917045 0.1 -0.1 0.0 -0.5555
C -1.349402 -2.541452 0.528875 -0.1 -0.1 0.1 -0.0046
O -0.023131 -1.011002 1.800465 -0.3 0.0 -0.2 0.0425
H 2.707766 1.852325 -0.822022 -0.2 0.1 0.1 0.0710
H 1.312031 2.931913 -1.003979 0.1 0.0 0.1 0.0703
H 1.858126 2.452634 0.615939 0.0 0.0 -0.2 0.0764
H 0.699222 0.522962 -1.483615 0.0 0.1 0.1 0.1103
H 1.260904 0.079235 0.131152 0.0 0.1 -0.1 0.0987
H -0.501810 1.516408 1.152867 0.0 -0.1 -0.2 0.1235
H -1.155329 1.843879 -0.459370 0.1 -0.1 0.1 0.1215
H -1.919843 -0.344666 -0.617876 0.1 0.0 0.2 0.1301
H -0.581513 -3.004655 -0.104078 -0.2 0.1 0.1 0.0897
H -2.295446 -2.527496 -0.022879 0.2 0.0 0.1 0.0739
H -1.447994 -3.146209 1.432714 0.0 0.1 -0.2 0.0836
```
Positions in Å, forces in eV/Å.

Properties
* DFT total energy: -327.1274 hartree
* lowest unoccupied orbital energy: 0.03404 Ha
* frontier orbital gap: 10.5 eV
* energy relative to the best compared isomer or geometry (same formula, charge and spin): 2.5 kcal/mol
* SMILES: CCCNC(C)=O
* strongest force on any atom: 0.34 eV Å⁻¹

=====

5.
This record from OMol25 describes a structure of composition C5H11NO. The level of theory is the ωB97M-V functional and the def2-TZVPD basis.

The geometry in XYZ format:
```
18
Properties=species:S:1:pos:R:3:forces:R:3:lowdin_charge:R:1
C -2.282697 0.152132 -0.975635 -0.3 0.0 0.2 -0.1786
C -1.823089 -0.333390 0.253182 -0.1 0.0 -0.1 -0.1204
N 0.084398 -0.162838 0.439130 0.2 0.0 -0.3 -0.0492
C 0.613880 0.077307 1.758120 0.1 0.0 0.1 -0.0906
C 0.796361 -0.078868 -0.636880 0.0 0.0 0.4 -0.4488
O 0.222910 -0.099687 -1.805911 -0.2 0.0 0.0 0.0379
C 2.303194 0.023409 -0.668684 0.0 0.0 0.0 0.0017
H -2.668120 1.167917 -1.022853 0.1 -0.1 0.0 0.0460
H -2.716663 -0.559162 -1.675316 0.1 0.1 0.1 0.0527
H -0.846880 0.056362 -1.617753 0.2 -0.1 0.0 0.0663
H -1.802752 -1.412817 0.402039 0.0 0.2 0.0 0.0949
H -1.986161 0.218637 1.178905 0.1 0.0 -0.2 0.0817
H 0.216573 -0.661219 2.463501 0.0 0.1 -0.1 0.0852
H 1.707811 0.034033 1.800451 -0.2 0.0 0.0 0.0720
H 0.305378 1.071122 2.110323 0.0 -0.2 0.0 0.0900
H 2.633207 -0.175785 -1.689344 0.0 0.1 0.1 0.0849
H 2.762038 -0.702946 0.008394 -0.1 0.1 -0.1 0.0818
H 2.637918 1.024091 -0.377193 -0.1 -0.1 0.0 0.0924
```
Positions in Å, forces in eV/Å.

Properties
* DFT total energy: -327.0173 hartree
* lowest unoccupied orbital energy: 0.03121 Ha
* frontier orbital gap: 8.3 eV
* energy relative to the best compared isomer or geometry (same formula, charge and spin): 71.6 kcal/mol
* strongest force on any atom: 0.42 eV Å⁻¹

=====

6.
This record from OMol25 describes the molecule C5H11NO. The level of theory is the ωB97M-V functional and the def2-TZVPD basis.

The geometry in XYZ format:
```
18
Properties=species:S:1:pos:R:3:forces:R:3:lowdin_charge:R:1
C 2.053284 -0.402821 -0.196693 0.1 0.0 -0.1 -0.1083
C 0.747095 -1.055499 0.241702 0.0 -0.1 0.1 -0.2245
C -0.527024 -0.271386 -0.108171 0.0 -0.1 -0.1 -0.3893
C -1.719458 -0.793934 0.691979 -0.1 0.0 0.0 -0.0576
N -0.367812 1.162431 0.095530 0.0 0.1 -0.1 0.0398
C -0.576078 2.072507 -0.892049 -0.1 -0.1 -0.1 -0.3568
O -0.901679 1.813640 -2.036409 0.2 0.1 0.5 0.0073
H 2.086873 -0.247641 -1.280287 0.0 0.0 0.1 0.0798
H 2.185117 0.573371 0.280681 0.0 -0.1 -0.1 0.0645
H 2.907379 -1.028601 0.085388 -0.1 0.1 -0.1 0.0714
H 0.660053 -2.051295 -0.210611 0.0 0.1 0.1 0.1143
H 0.777141 -1.224592 1.326055 0.0 0.1 0.0 0.1079
H -0.731448 -0.373946 -1.178060 0.0 0.0 0.1 0.1406
H -1.856244 -1.869630 0.532788 0.0 0.2 0.0 0.0815
H -1.554017 -0.635260 1.765648 0.0 0.0 -0.1 0.0783
H -2.640909 -0.277438 0.407500 0.1 -0.1 0.0 0.0808
H -0.125190 1.501399 1.016447 -0.1 0.0 -0.2 0.1414
H -0.417083 3.108694 -0.541438 0.0 -0.1 -0.1 0.1288
```
Positions in Å, forces in eV/Å.

Properties
* DFT total energy: -327.1222 hartree
* lowest unoccupied orbital energy: 0.03316 Ha
* frontier orbital gap: 10.7 eV
* energy relative to the best compared isomer or geometry (same formula, charge and spin): 5.7 kcal/mol
* SMILES: CC[C@@H](C)NC=O
* strongest force on any atom: 0.52 eV Å⁻¹

=====

7.
This record from OMol25 describes the molecule C5H11NO at a distorted geometry. The level of theory is the ωB97M-V functional and the def2-TZVPD basis.

The geometry in XYZ format:
```
18
Properties=species:S:1:pos:R:3:forces:R:3:lowdin_charge:R:1
C -0.075768 1.435610 -1.291500 -1.1 -0.1 0.7 -0.1046
C 0.925427 0.351769 -0.859169 -0.6 -0.8 1.3 -0.1507
C 0.393898 -0.538028 0.460955 0.8 0.8 -1.2 -0.3417
C 0.976796 0.024486 1.762861 0.0 0.1 -0.2 -0.0676
N -1.060248 -0.566288 0.506305 -0.1 0.4 -0.9 0.0113
C -1.698577 -1.607925 -0.138281 0.0 0.1 0.0 -0.3490
O -1.235359 -2.705239 -0.359932 -0.1 0.4 0.2 0.0272
H -0.388057 1.384680 -2.338727 0.5 0.1 0.1 0.0730
H -1.070715 1.290378 -0.758087 1.2 0.7 -0.9 0.0588
H 0.223584 2.455866 -1.035347 0.1 -0.2 -0.2 0.0726
H 1.135788 -0.349475 -1.686337 -0.2 0.3 0.4 0.1016
H 1.888331 0.772910 -0.537597 -0.3 0.0 -0.2 0.0918
H 0.742588 -1.549532 0.240204 -0.1 0.1 0.4 0.1246
H 2.068155 0.060283 1.689806 -0.1 0.0 0.0 0.0727
H 0.612667 1.048141 1.912441 0.1 -0.1 0.0 0.0780
H 0.718918 -0.541381 2.669109 -0.1 -0.1 -0.5 0.0788
H -1.435957 0.362588 0.206892 0.0 -1.6 1.0 0.0943
H -2.721472 -1.328843 -0.443595 -0.1 -0.1 0.1 0.1288
```
Positions in Å, forces in eV/Å.

Properties
* DFT total energy: -327.0900 hartree
* lowest unoccupied orbital energy: 0.03393 Ha
* frontier orbital gap: 10.7 eV
* energy relative to the best compared isomer or geometry (same formula, charge and spin): 25.9 kcal/mol
* SMILES: CC[C@@H](C)NC=O
* strongest force on any atom: 1.87 eV Å⁻¹

=====

8.
This record from OMol25 describes a structure of composition C5H11NO at a distorted geometry. The level of theory is the ωB97M-V functional and the def2-TZVPD basis.

The geometry in XYZ format:
```
18
Properties=species:S:1:pos:R:3:forces:R:3:lowdin_charge:R:1
C 1.718096 0.869711 0.882299 1.1 -1.5 1.9 -0.0452
C 0.029564 0.546177 -1.024827 -0.3 -1.8 1.1 -0.1719
C -0.967806 -0.709435 1.252436 0.6 -0.2 0.8 -0.0376
C -1.321740 0.211634 -1.655576 0.2 0.1 -0.1 -0.1545
N 1.649139 -0.328076 1.401314 0.8 2.2 -0.2 0.0417
C 0.188656 -0.835809 0.298158 -2.2 1.5 -3.9 -0.5327
O 0.570771 -1.838805 -0.261219 0.2 0.0 0.8 0.0142
H 2.377915 -0.960493 1.078796 0.0 0.1 -0.2 0.0950
H 1.036559 1.615878 1.270446 -0.3 0.0 -0.4 0.0875
H 2.546517 1.211206 0.264922 -0.1 0.0 -0.1 0.0993
H 0.047049 1.619763 -0.813896 0.2 -0.1 0.4 0.0691
H 0.837808 0.285458 -1.709250 0.1 0.0 0.1 0.0803
H -1.862044 -1.112708 0.782316 0.1 0.0 0.0 0.0859
H -0.702304 -1.280791 2.143728 -0.3 -0.1 0.0 0.0854
H -1.141323 0.318821 1.560994 0.0 0.1 -0.1 0.0820
H -1.415859 -0.860424 -1.831792 0.0 0.0 0.0 0.0723
H -1.438151 0.720185 -2.616419 0.0 0.0 0.0 0.0658
H -2.152850 0.527706 -1.022429 0.0 0.0 0.0 0.0634
```
Positions in Å, forces in eV/Å.

Properties
* DFT total energy: -326.9760 hartree
* lowest unoccupied orbital energy: 0.00584 Ha
* frontier orbital gap: 8.3 eV
* energy relative to the best compared isomer or geometry (same formula, charge and spin): 97.5 kcal/mol
* strongest force on any atom: 4.73 eV Å⁻¹

=====

9.
This record from OMol25 describes a cluster of 2 separate species, C5H11NO in total at a distorted geometry. The level of theory is the ωB97M-V functional and the def2-TZVPD basis.

The geometry in XYZ format:
```
18
Properties=species:S:1:pos:R:3:forces:R:3:lowdin_charge:R:1
C 1.644050 1.297035 -1.637338 0.5 -1.0 0.2 0.0237
C 0.950380 0.197967 -1.335092 -0.4 0.2 0.1 -0.1179
C -0.207338 0.138189 -0.406230 0.3 -0.1 0.6 -0.4227
C -0.579388 1.175093 0.382542 1.4 0.0 0.2 0.0031
N -0.876769 -1.042602 -0.460548 -0.4 -0.8 0.3 -0.0448
C -2.239960 -1.242308 0.001117 0.5 0.2 -0.4 -0.0828
H 1.785644 2.090419 -0.918062 -0.7 0.6 -0.5 0.0591
H 2.227726 1.273367 -2.546744 0.6 0.1 0.3 0.0556
H 1.221803 -0.763566 -1.767971 -0.5 0.3 -0.7 0.1006
H -0.956713 1.047365 1.389406 -0.8 -0.1 -0.4 0.0624
H 0.079992 2.022665 0.260147 -0.3 0.4 0.1 0.0357
H -0.421546 -1.865161 -0.812096 0.2 0.2 -0.2 0.1215
H -2.362817 -1.502933 1.053567 0.2 0.2 0.1 0.0794
H -2.750795 -0.302477 -0.219365 -0.3 -0.2 0.2 0.0847
H -2.645097 -2.069832 -0.581584 -0.2 0.2 0.0 0.0797
O 1.307452 -0.363013 2.508790 0.1 -0.1 -0.1 -0.0645
H 1.152550 0.107557 1.677998 -0.1 0.0 0.1 -0.0054
H 1.495143 0.328970 3.147280 0.0 0.0 0.1 0.0325
```
Positions in Å, forces in eV/Å.

Properties
* DFT total energy: -327.0290 hartree
* lowest unoccupied orbital energy: 0.02801 Ha
* frontier orbital gap: 8.7 eV
* energy relative to the best compared isomer or geometry (same formula, charge and spin): 64.2 kcal/mol
* SMILES: C=CC(=C)NC.O
* strongest force on any atom: 1.42 eV Å⁻¹

=====

10.
This record from OMol25 describes a cluster of 2 separate species, C5H11NO in total. The level of theory is the ωB97M-V functional and the def2-TZVPD basis.

The geometry in XYZ format:
```
18
Properties=species:S:1:pos:R:3:forces:R:3:lowdin_charge:R:1
C -2.067800 -0.711730 0.021231 0.1 -0.1 0.1 0.0030
C -1.048065 -0.724272 0.879018 -0.2 0.0 -0.1 -0.2204
N 0.178948 -0.071996 0.633684 -0.2 0.0 0.0 -0.0901
C 1.416555 -0.768811 0.941529 0.2 -0.1 0.1 -0.0922
C 1.012978 -0.530095 -0.468756 0.0 0.0 -0.2 -0.3234
C 1.665871 0.510375 -1.338851 0.0 0.0 0.0 -0.0515
H -1.986568 -0.204933 -0.937173 0.0 -0.1 0.1 0.0692
H -3.014566 -1.177203 0.270775 0.2 0.0 0.0 0.0556
H -1.130955 -1.185543 1.862397 0.0 0.1 -0.1 0.1146
H 2.195703 -0.159165 1.395187 -0.1 -0.1 -0.1 0.1096
H 1.339968 -1.784441 1.328975 0.0 0.2 -0.1 0.1106
H 0.623105 -1.404234 -0.992814 0.0 0.1 0.1 0.1422
H 0.945921 0.920452 -2.055236 0.1 -0.1 0.1 0.0779
H 2.497815 0.072257 -1.900652 -0.1 0.1 0.1 0.0775
H 2.052202 1.334592 -0.731257 -0.1 -0.1 -0.1 0.0818
O -1.703625 2.354882 0.480499 0.1 0.0 0.1 -0.0782
H -2.195914 1.643884 0.908343 -0.1 0.1 -0.1 0.0084
H -0.820944 1.963324 0.414490 0.0 0.1 0.0 0.0054
```
Positions in Å, forces in eV/Å.

Properties
* DFT total energy: -327.0443 hartree
* lowest unoccupied orbital energy: 0.03691 Ha
* frontier orbital gap: 9.9 eV
* energy relative to the best compared isomer or geometry (same formula, charge and spin): 54.6 kcal/mol
* SMILES: C=CN1C[C@@H]1C.O
* strongest force on any atom: 0.25 eV Å⁻¹